1.
The following is a DFT calculation (ωB97M-V/def2-TZVPD) of a molecular structure, C40H54Cl5N2O2Ru.

Spin multiplicity: 5
Total charge: +1
Kohn-Sham gap (spin up / spin down) in eV: 8.30 / 5.61
LUMO level (spin up / spin down) in eV: -2.26 / -5.11
HOMO level (spin up / spin down) in eV: -10.6 / -10.7
<S²>: 6.0450

Positions of all 104 atoms, in Å:
1 Cl -5.43130 -1.75094 0.98458
2 H 5.75109 3.31145 -5.72071
3 O -1.31010 0.92069 -1.43530
4 H 3.00294 -1.08943 -5.41616
5 H -1.39304 5.27178 -0.30390
6 H 4.38320 2.21229 -5.82860
7 H -2.96519 6.60067 0.78542
8 H -4.86556 1.11433 -4.73586
9 C 0.15728 2.53099 1.69338
10 C 2.36851 0.30509 -1.49525
11 H -3.85021 7.84938 -0.08764
12 H 0.62289 2.77870 -1.62069
13 H -3.07723 -0.65896 -2.16941
14 H 2.00079 -0.64131 1.68114
15 C -1.30065 3.22126 -0.87834
16 H -1.40801 -1.28981 2.76686
17 H 4.48887 -1.61200 -4.59633
18 H 2.88907 3.99411 -4.71959
19 H -5.23481 2.63587 -3.93804
20 H 1.60949 1.44500 2.88119
21 H 1.58188 -0.88108 3.39920
22 H 0.63052 -1.59345 -2.61011
23 H -2.44253 0.07455 -3.63800
24 H 2.94610 -2.44413 -1.30466
25 H -2.33621 7.23920 -0.74248
26 H -0.61145 -0.49480 4.14458
27 C -3.24542 6.95034 -0.21088
28 C -4.04658 5.89805 -0.97618
29 C 3.35570 -2.53766 -2.30394
30 H 0.81479 -1.86392 2.12981
31 C 3.77397 4.30806 -4.16379
32 C -5.34496 5.62309 -0.20613
33 Cl 0.46696 -3.35062 -0.15730
34 C -3.48516 -3.51115 0.33240
35 C 2.10619 2.07970 0.30630
36 Cl -4.69815 -4.71890 0.37876
37 N 0.62724 2.14583 0.34649
38 C -4.38807 6.45597 -2.36271
39 H -1.79739 0.39236 3.16002
40 H 3.17623 -3.55380 -2.65981
41 C 5.20078 2.53865 -5.18372
42 H -3.60259 2.33672 -4.54252
43 Cl -1.74080 -5.49707 -0.16639
44 C -5.35900 0.86086 -1.96415
45 C 3.67650 0.79452 -3.48558
46 C -3.82084 -2.18267 0.58215
47 H -4.02655 -0.70452 -3.65689
48 H 2.51549 3.06407 0.56261
49 C 0.53638 1.46808 2.69865
50 H -5.90929 6.54846 -0.07846
51 H -5.87413 1.75073 -1.60039
52 H 4.43640 -2.38872 -2.25149
53 C -4.46509 1.87260 -4.06123
54 H 0.07246 1.70416 3.65793
55 Ru -0.37147 0.21667 0.01828
56 C 2.72810 -1.53785 -3.29210
57 H 3.22350 -2.77466 -4.96662
58 C 4.69678 3.11379 -3.86246
59 H -5.98690 4.91516 -0.73148
60 H 3.58084 3.50137 -1.42392
61 C 1.22099 -1.78730 -3.49887
62 H 5.60700 4.07835 -2.10980
63 H -5.01873 5.76640 -2.92613
64 C 2.95193 -0.13184 -2.77309
65 H 2.44200 1.37221 1.06138
66 C -1.94636 4.44201 -0.72534
67 H 0.61747 4.09671 -0.44143
68 C 3.38490 2.49881 -1.78460
69 H -5.15724 0.21733 -1.10930
70 C -3.85977 3.50304 -1.75162
71 C -3.26463 4.59488 -1.12962
72 H -3.48308 6.63504 -2.94619
73 C -4.07402 1.21699 -2.72348
74 C -3.25676 2.25788 -1.93388
75 C -1.96894 2.12463 -1.41395
76 N 0.09094 0.10960 2.25069
77 H -0.92751 2.63872 1.63106
78 C 3.40673 -1.74890 -4.64547
79 H 0.57005 3.50477 1.98446
80 C -2.81781 -1.22323 0.51333
81 H 6.56960 2.76338 -2.79502
82 C -1.18159 -2.85450 0.03224
83 O 1.64973 -0.46674 -0.80364
84 C -1.00647 -0.35023 3.13536
85 H 0.84500 -1.16301 -4.31220
86 H 5.88040 1.69833 -5.03235
87 C -3.34930 -0.09185 -3.05752
88 H 3.44596 4.81420 -3.25526
89 C -2.15802 -3.85094 0.07741
90 H -5.13497 5.21364 0.78420
91 H 1.06867 -2.83131 -3.77926
92 C 3.91434 2.10288 -3.04432
93 Cl -3.23351 0.43352 0.90113
94 C 2.63354 1.66114 -1.03146
95 C -1.48796 -1.50602 0.18804
96 H -4.87144 3.62035 -2.12148
97 H 6.47050 4.31928 -3.62364
98 C 5.90406 3.59244 -3.03948
99 C 0.18210 3.12022 -0.68347
100 H -4.92665 7.40038 -2.26955
101 H 4.31345 5.03678 -4.77071
102 C 1.19711 -0.87539 2.37547
103 H -6.04275 0.32860 -2.62871
104 H 4.08806 0.50320 -4.43903



2.
The following is a DFT calculation (ωB97M-V/def2-TZVPD) of C4H6S2 in the gas phase.

SMILES: C=CSC(C)=S
Total charge: 0
ΔE to the lowest compared entry with this formula, charge and spin in eV: 1.020
Kohn-Sham gap in eV: 8.51
LUMO level in eV: -0.28
HOMO level in eV: -8.8

Positions of all 12 atoms, in Å:
1 H 3.70506 1.24721 0.13032
2 C -1.14111 0.08439 -0.14691
3 H -2.38744 -1.28059 1.05669
4 C 2.83349 0.56893 0.00483
5 H 0.89313 1.61892 -0.19883
6 H 3.02472 -0.50684 0.19454
7 S 0.47246 -0.66587 -0.08304
8 C -2.22434 -0.98589 0.01638
9 H -3.22499 -0.61364 -0.36628
10 C 1.51512 0.77520 -0.09194
11 S -1.52013 1.66734 -0.02250
12 H -1.94597 -1.90916 -0.49327



3.
The following is a DFT calculation (ωB97M-V/def2-TZVPD) of 9 unconnected molecules or ions with the total composition C35H82N7O14.

Spin multiplicity: 2
Total charge: 0
Kohn-Sham gap (spin up / spin down) in eV: 3.50 / 5.81
LUMO level (spin up / spin down) in eV: -0.58 / -0.58
HOMO level (spin up / spin down) in eV: -4.1 / -6.4
<S²>: 0.7736

Positions of all 138 atoms, in Å:
1 C -14.22458 -1.11477 19.44464
2 H -13.42090 3.88070 16.54932
3 H -7.65506 -0.43188 12.92523
4 H -13.64927 5.06302 14.62208
5 H -3.42623 1.60185 11.82733
6 C -4.68804 -1.12737 13.16347
7 H -9.40402 -3.74044 19.70846
8 H -7.69791 1.97201 15.04560
9 C -14.78288 -3.24505 21.18191
10 N -7.82678 -5.75013 14.53382
11 H -8.07393 -4.77330 14.60331
12 C -7.88093 2.84033 14.41263
13 H -3.55743 0.06798 10.89238
14 H -12.35643 2.55217 16.02159
15 C -13.34878 4.12598 14.15326
16 C -9.98703 -1.52079 16.38402
17 O -12.74321 -4.14426 17.13501
18 C -13.81422 1.73369 13.83943
19 O -12.59866 -4.17929 20.23546
20 N -14.07921 2.93329 14.75974
21 H -10.20218 2.61242 23.23283
22 H -2.45281 0.19955 12.30230
23 C -9.80504 1.92273 13.04071
24 H -5.40487 -6.47434 15.05342
25 C -9.76335 3.17096 22.40606
26 H -13.92906 2.03082 12.79701
27 H -4.62792 -7.95699 15.03086
28 C -3.40560 0.51312 11.87569
29 C -13.81763 -4.49077 14.91214
30 H -7.76174 1.93914 17.80999
31 H -10.16354 1.75929 12.02441
32 O -7.76041 -2.84502 21.69075
33 C -13.47649 -3.31651 20.36005
34 H -12.75154 1.57855 14.02583
35 H -13.63053 4.18552 13.10200
36 H -7.34391 -5.66003 16.47836
37 O -14.95297 -4.21680 22.09752
38 H -7.84569 2.48123 20.36871
39 H -15.71401 0.53909 13.88281
40 H -9.25506 1.94641 16.89377
41 C -16.08752 -3.86787 14.05305
42 H -6.20419 -7.89193 14.05090
43 H -9.62576 -1.94289 17.32180
44 C -13.39209 2.86866 16.14551
45 C -15.48896 -3.32872 16.35472
46 H -12.26768 4.05323 14.27177
47 H -10.01056 -2.33100 15.65527
48 C -6.30173 -2.61249 14.49762
49 N -15.32913 -4.42430 15.28859
50 H -8.80259 3.58237 22.71554
51 O -13.95143 -0.06140 18.68462
52 H -6.70702 -0.93293 11.85573
53 H -7.58330 1.71179 11.38864
54 O -4.44918 0.19601 12.73086
55 H -11.32024 2.19436 19.73636
56 O -12.25029 -1.57179 15.99376
57 H -6.92378 4.19934 16.41544
58 H -11.86472 -5.08057 15.54312
59 H -10.16971 -3.27865 21.36239
60 C -15.86046 -5.80416 15.70452
61 H -6.20099 -3.40477 13.75583
62 H -4.51829 -1.82711 12.34514
63 N -10.92502 2.40292 18.83061
64 H -9.78636 0.98469 13.59554
65 H -4.02457 -1.36525 13.99492
66 H -13.88919 2.17568 16.82431
67 C -9.52854 2.08786 18.99615
68 O -16.22797 -0.04350 20.16989
69 H -5.66087 -2.69444 15.37552
70 C -13.35659 -2.13878 19.52864
71 H -13.60778 -5.25754 14.16639
72 C -9.59850 -3.97978 20.75393
73 C -6.16126 4.02116 15.65721
74 H -15.65556 -6.55584 14.94223
75 H -17.16926 -3.92479 14.17431
76 H -10.51711 2.66496 13.40146
77 C -14.65843 0.49552 14.15106
78 H -6.33036 -0.34091 14.40670
79 H -13.74066 -0.34373 15.71439
80 H -8.23326 -8.22249 16.73526
81 O -6.35823 -7.99524 15.95310
82 H -8.22108 3.32879 12.34155
83 H -6.53195 1.62261 12.54825
84 H -8.59808 3.40380 15.00955
85 O -11.57569 0.08628 17.25808
86 C -7.71638 -7.74176 15.90470
87 H -11.41339 1.79262 18.19098
88 C -8.37563 2.45020 12.96787
89 H -10.02790 -4.97828 20.83588
90 H -10.45129 4.00855 22.29086
91 H -8.88307 3.85696 20.08527
92 H -14.90517 -2.45838 16.05505
93 O -9.67716 2.33850 21.30321
94 N -7.13337 -1.26885 12.70748
95 H -10.09008 -6.56797 15.39491
96 H -13.01378 -6.02716 16.38502
97 N -7.51349 1.46881 12.36649
98 H -15.99526 3.28000 13.85242
99 H -16.61046 -2.14340 21.61452
100 H -9.79323 -4.94376 16.12911
101 H -8.51654 3.42939 17.48271
102 H -15.19609 -3.95047 17.20073
103 C -8.03538 -6.24729 15.87412
104 H -14.14542 -4.73306 22.04347
105 C -15.68806 -2.22744 21.05906
106 C -12.84334 -5.01484 16.01860
107 H -8.07671 -8.16066 14.96512
108 H -5.42256 4.82114 15.60774
109 H -15.36554 -6.13484 16.61764
110 H -9.57225 -0.59414 15.98735
111 H -15.81590 2.44948 15.48377
112 H -16.56574 -3.16996 16.41350
113 C -8.88412 2.77470 20.21496
114 C -15.54099 3.28749 14.84322
115 C -11.37202 -0.97755 16.63387
116 H -15.85668 -4.55029 13.23506
117 H -7.32657 -2.57821 14.86726
118 H -14.37663 -0.23040 13.38835
119 H -15.57519 4.25554 15.34301
120 H -5.47821 3.26200 16.03826
121 C -8.74859 2.39768 17.74696
122 H -16.93042 -5.65818 15.85276
123 H -8.34844 -6.13377 13.75871
124 C -5.62265 -7.53118 14.89929
125 N -8.31232 -3.97210 21.49609
126 H -9.59066 1.04003 19.28989
127 O -14.60455 0.01266 15.49469
128 C -6.15182 -1.21459 13.77988
129 H -9.80229 -6.32449 17.11684
130 O -6.71086 3.70872 14.39384
131 C -15.48275 -1.05463 20.22089
132 H -15.80094 -2.85341 13.77580
133 H -13.61433 -3.54903 14.40234
134 O -7.90213 -5.02207 22.03781
135 H -12.55562 -3.23935 16.87507
136 H -12.42309 -2.05167 18.99255
137 C -9.51004 -5.99629 16.11936
138 H -13.10600 -0.31720 18.30858



4.
The following is a DFT calculation (ωB97M-V/def2-TZVPD) of C2H3N3 in the gas phase.

SMILES: C1=NCN=N1
Total charge: 0
ΔE to the lowest compared entry with this formula, charge and spin in eV: 1.580
Kohn-Sham gap in eV: 10.24
LUMO level in eV: -0.14
HOMO level in eV: -10.4

Positions of all 8 atoms, in Å:
1 N 0.71945 0.60521 1.09707
2 N 1.18787 0.58958 -0.06466
3 N -0.76109 -0.70202 -0.04985
4 H 0.70359 -0.70719 -1.70989
5 H -0.41444 0.62363 -1.35138
6 C -0.50464 -0.14668 1.06698
7 H -1.17351 -0.13344 1.91714
8 C 0.24277 -0.12909 -0.90541